Record 1
Density functional theory data (the ωB97M-V functional and the def2-TZVPD basis) for C4H8O in the gas phase.

Geometry as XYZ:
```
13
Properties=species:S:1:pos:R:3
C 0.427 0.608 -1.956
C -0.228 0.013 -0.750
C -0.695 0.666 0.311
O -1.007 0.044 1.492
C -0.016 -0.879 1.918
H -0.075 0.337 -2.891
H 1.450 0.211 -2.016
H 0.500 1.698 -1.889
H -0.216 -1.074 -0.691
H -0.871 1.743 0.343
H 0.241 -1.614 1.148
H 0.904 -0.346 2.196
H -0.415 -1.407 2.784
```

Summary:
E (Eh): -232.3958
ΔE to the lowest compared entry with this formula, charge and spin (kcal per mole): 31.3
Structure (SMILES): C/C=C/OC
Spin multiplicity: 1


Record 2
Density functional theory data (the ωB97M-V functional and the def2-TZVPD basis) for C8H11NO2 in the gas phase at a distorted geometry.

Geometry as XYZ:
```
22
Properties=species:S:1:pos:R:3
C -0.776 -2.560 0.835
C 0.720 -0.619 0.573
C -0.500 -0.038 0.254
C -0.955 -3.609 0.069
C 0.573 -1.978 1.182
C 2.201 -0.299 0.376
C -1.581 1.438 -1.442
C -0.212 2.483 0.247
N -0.414 1.248 -0.558
O -1.006 -4.544 -0.631
O 1.448 -2.645 1.691
H -1.601 -1.938 1.199
H 2.643 -0.062 1.385
H 2.418 0.468 -0.306
H 2.793 -1.206 0.083
H -2.450 1.324 -0.839
H -1.703 2.244 -2.141
H -1.452 0.559 -2.071
H -0.933 2.593 1.085
H 0.769 2.617 0.729
H -0.312 3.259 -0.577
H 0.330 1.266 -1.145
```

Summary:
E (Eh): -516.4791
ΔE to the lowest compared entry with this formula, charge and spin (kcal per mole): 137.7
Spin multiplicity: 1


Record 3
Density functional theory data (the ωB97M-V functional and the def2-TZVPD basis) for an isolated ion of composition C8H20N4O2 and charge +2 at a distorted geometry.

Geometry as XYZ:
```
34
Properties=species:S:1:pos:R:3
C 2.815 1.496 -0.697
O 1.701 0.524 -0.766
C 1.473 -0.003 0.475
N 2.223 -1.261 0.727
C 1.444 -2.365 0.783
N 2.045 -3.543 0.783
N 0.149 -2.136 0.621
C -0.199 -0.750 0.450
C -0.855 -0.346 -0.782
C -1.512 1.059 -0.679
C -2.437 1.173 -1.863
N -3.005 2.541 -1.940
O -0.869 -0.219 1.570
C -0.451 -0.533 2.900
H 2.779 2.219 0.215
H 2.605 2.232 -1.641
H 3.797 1.194 -0.809
H 1.607 0.907 1.149
H 3.137 -1.355 1.106
H 1.415 -4.357 0.860
H 3.014 -3.710 1.046
H -0.636 -2.793 0.561
H -0.035 -0.503 -1.650
H -1.676 -0.888 -1.010
H -2.040 1.241 0.150
H -0.691 1.642 -0.769
H -1.919 1.072 -2.913
H -3.249 0.552 -1.848
H -2.919 3.091 -2.792
H -2.472 3.133 -1.270
H -4.055 2.511 -1.710
H -1.191 -1.400 3.324
H -0.671 0.266 3.536
H 0.679 -0.691 2.883
```

Summary:
E (Eh): -685.6655
Net charge: +2
ΔE to the lowest compared entry with this formula, charge and spin (kcal per mole): 12.3
Structure (SMILES): CO[C@@H]1NC(=[NH2+])N[C@@]1(CCC[NH3+])OC
Spin multiplicity: 1


Record 4
Density functional theory data (the ωB97M-V functional and the def2-TZVPD basis) for C5H13N as an isolated structure at a distorted geometry.

Geometry as XYZ:
```
19
Properties=species:S:1:pos:R:3
C 1.698 0.268 0.821
C 0.284 -0.211 0.870
C -0.639 0.190 -0.256
C -1.386 -1.139 -0.609
C -1.779 1.093 0.348
N 2.278 -0.075 -0.970
H 2.461 -0.218 1.417
H 1.939 1.343 0.920
H 1.113 -0.865 0.331
H -0.218 -0.715 1.683
H -0.068 0.650 -1.094
H -2.260 -0.967 -1.252
H -1.566 -1.631 0.346
H -0.670 -1.827 -1.067
H -2.034 0.892 1.373
H -2.686 0.935 -0.235
H -1.528 2.157 0.346
H 2.489 0.852 -1.292
H 2.572 -0.733 -1.680
```

Summary:
E (Eh): -252.8684
ΔE to the lowest compared entry with this formula, charge and spin (kcal per mole): 122.2
Spin multiplicity: 1


Record 5
Density functional theory data (the ωB97M-V functional and the def2-TZVPD basis) for a 3-piece molecular cluster, C3H7N3O overall at a distorted geometry.

Geometry as XYZ:
```
14
Properties=species:S:1:pos:R:3
C 0.076 -0.224 0.345
N 2.668 0.956 -1.309
N 0.161 -0.205 1.653
C 0.183 -0.316 -0.884
C -2.699 -0.568 0.420
O 2.142 -0.184 -0.766
N -2.002 -0.400 -0.600
H 2.487 1.773 -0.726
H 2.312 1.122 -2.251
H 0.365 -1.061 2.148
H 0.365 0.666 2.121
H 0.051 -0.294 -1.940
H -2.316 -0.592 1.459
H -3.792 -0.673 0.330
```

Summary:
E (Eh): -357.7161
ΔE to the lowest compared entry with this formula, charge and spin (kcal per mole): 209.4
Spin multiplicity: 1


Record 6
Density functional theory data (the ωB97M-V functional and the def2-TZVPD basis) for C5H7NO2 in the gas phase at a distorted geometry.

Geometry as XYZ:
```
15
Properties=species:S:1:pos:R:3
O 2.008 -0.881 0.134
C 0.847 -0.587 0.113
C 0.296 0.873 0.287
O 1.147 1.917 -0.484
C -1.265 0.724 0.025
C -1.353 -0.696 1.013
C -0.412 -1.212 -0.071
N -1.343 -0.441 -0.992
H 0.491 1.393 1.289
H 1.875 1.045 -0.581
H -1.980 1.665 0.067
H -1.403 -0.357 2.189
H -2.218 -1.134 0.596
H -0.300 -2.233 -0.202
H -0.989 -0.190 -1.820
```

Summary:
E (Eh): -399.7611
ΔE to the lowest compared entry with this formula, charge and spin (kcal per mole): 128.3
Structure (SMILES): O=C1[C@@H](O)[C@@H]2C[C@H]1N2
Spin multiplicity: 1


Record 7
Density functional theory data (the ωB97M-V functional and the def2-TZVPD basis) for a 2-piece molecular cluster, C5H4NO2 overall at a distorted geometry.

Geometry as XYZ:
```
12
Properties=species:S:1:pos:R:3
C 1.058 0.177 -1.315
C 2.083 0.636 1.094
C -2.472 -0.647 0.068
C -1.213 -0.105 -0.065
C 0.954 -0.030 0.043
N 1.078 0.399 -2.424
O 1.812 1.599 1.769
O 3.087 -0.068 0.970
H -2.694 -1.629 0.510
H -3.137 -0.069 -0.492
H -1.392 0.859 -0.498
H 0.836 -1.121 0.341
```

Summary:
E (Eh): -398.0724
Net charge: -1
ΔE to the lowest compared entry with this formula, charge and spin (kcal per mole): 81.2
Spin multiplicity: 1


Record 8
Density functional theory data (the ωB97M-V functional and the def2-TZVPD basis) for C14H26N5Sm as an isolated structure at a distorted geometry.

Geometry as XYZ:
```
46
Properties=species:S:1:pos:R:3
C 1.065 2.153 -0.135
H 1.422 2.418 0.841
H 1.861 2.133 -0.848
H 1.528 1.056 0.368
C -0.184 2.946 -0.591
H -0.825 2.253 -1.183
H -0.723 3.221 0.336
C 0.025 4.277 -1.414
H -0.988 4.690 -1.636
H 0.559 5.069 -0.844
H 0.522 4.121 -2.394
C -0.838 -2.124 -0.940
C -1.239 -1.086 -1.836
C -0.052 -0.395 -2.304
C 1.075 -1.027 -1.664
C 0.605 -2.078 -0.822
C 1.442 -3.032 -0.037
C 2.511 -0.727 -2.022
C 0.006 0.687 -3.349
C -2.644 -0.688 -2.164
C -1.757 -3.041 -0.199
Sm -0.281 0.077 0.169
H 3.199 -1.022 -1.190
H 2.729 -1.357 -2.930
H 2.676 0.353 -2.279
H 2.441 -2.621 0.156
H 0.969 -3.342 0.908
H 1.526 -3.913 -0.693
H -2.705 -2.543 0.038
H -1.968 -3.969 -0.754
H -1.311 -3.304 0.772
H -2.671 0.356 -2.540
H -3.156 -1.357 -2.896
H -3.244 -0.672 -1.228
H 0.776 1.430 -3.069
H 0.267 0.256 -4.336
H -0.964 1.198 -3.424
N -0.454 0.205 5.543
N -1.188 0.354 4.360
N -2.478 -0.044 4.267
C -2.564 -0.379 2.974
N -1.429 -0.275 2.285
N -0.508 0.113 3.180
H 0.325 0.946 5.483
H -1.072 0.252 6.309
H -3.455 -0.720 2.509
```

Summary:
E (Eh): -1480.0744
Net charge: +2
ΔE to the lowest compared entry with this formula, charge and spin (kcal per mole): 46.8
Spin multiplicity: 6


Record 9
Density functional theory data (the ωB97M-V functional and the def2-TZVPD basis) for C17H15BrN2O in the gas phase at a distorted geometry.

Geometry as XYZ:
```
36
Properties=species:S:1:pos:R:3
N -3.590 4.121 -3.095
C -2.631 3.500 -2.920
N -1.658 2.633 -2.598
C -2.032 1.222 -2.811
C -1.688 0.933 -1.339
O -0.537 0.132 -1.093
C -0.352 -0.294 0.255
C 0.715 0.565 0.894
C 0.511 1.199 2.134
C 1.542 1.972 2.707
C 2.788 2.090 2.103
C 2.986 1.462 0.852
C 1.978 0.649 0.292
C 0.008 -1.757 0.309
C 0.174 -2.550 -0.837
C 0.402 -3.934 -0.722
C 0.515 -4.537 0.538
Br 0.832 -6.445 0.780
C 0.358 -3.746 1.649
C 0.081 -2.394 1.571
C -1.396 2.425 -1.172
H -1.407 0.662 -3.470
H -3.072 0.987 -3.069
H -2.562 0.563 -0.819
H -1.271 -0.197 0.827
H -0.422 1.101 2.689
H 1.385 2.450 3.684
H 3.551 2.678 2.599
H 3.953 1.535 0.324
H 2.193 0.052 -0.585
H 0.197 -2.102 -1.828
H 0.502 -4.543 -1.613
H 0.407 -4.181 2.631
H -0.088 -1.754 2.441
H -2.017 2.902 -0.422
H -0.353 2.601 -0.885
```

Summary:
E (Eh): -3415.4977
ΔE to the lowest compared entry with this formula, charge and spin (kcal per mole): 54.4
Structure (SMILES): N#CN1CC(O[C@H](c2ccccc2)c2ccc(Br)cc2)C1
Spin multiplicity: 1


Record 10
Density functional theory data (the ωB97M-V functional and the def2-TZVPD basis) for a 2-piece molecular cluster, C3H8O3S2 overall at a distorted geometry.

Geometry as XYZ:
```
16
Properties=species:S:1:pos:R:3
C -3.598 -0.789 0.054
C 3.136 2.036 -0.277
C -0.662 -1.549 -0.107
O 2.504 -0.164 1.114
O -2.651 0.108 0.585
O 2.897 1.020 -1.144
S -1.140 -0.534 1.166
S 2.482 -0.504 -0.316
H -3.057 -1.513 -0.544
H -4.345 -0.376 -0.690
H -4.146 -1.274 0.953
H 2.653 1.780 0.748
H 2.625 3.036 -0.658
H 4.175 2.179 -0.021
H -0.092 -2.336 0.208
H -0.782 -1.118 -1.072
```

Summary:
E (Eh): -1141.0087
ΔE to the lowest compared entry with this formula, charge and spin (kcal per mole): 136.0
Spin multiplicity: 1


Record 11
Density functional theory data (the ωB97M-V functional and the def2-TZVPD basis) for a 2-piece molecular cluster, C4H6IN2 overall at a distorted geometry.

Geometry as XYZ:
```
13
Properties=species:S:1:pos:R:3
C -0.011 -1.071 0.845
C 1.158 -0.992 1.734
C 1.035 0.757 0.544
C -1.033 0.417 -0.851
N -0.100 0.040 0.132
N 1.773 0.219 1.470
I 4.473 2.110 3.253
H -0.690 -1.901 0.523
H 1.561 -1.567 2.551
H 1.272 1.837 0.191
H -0.906 -0.127 -1.810
H -2.000 0.124 -0.489
H -1.078 1.413 -0.970
```

Summary:
E (Eh): -562.8041
Net charge: +1
ΔE to the lowest compared entry with this formula, charge and spin (kcal per mole): 104.2
Spin multiplicity: 1


Record 12
Density functional theory data (the ωB97M-V functional and the def2-TZVPD basis) for C21H16CsF5N10O2SSe as an isolated structure.

Geometry as XYZ:
```
57
Properties=species:S:1:pos:R:3
Cs -0.130 -1.756 1.271
N 0.305 1.686 -0.569
N 0.257 2.640 -1.599
C -0.245 2.427 -2.813
N -0.020 3.391 -3.745
N -0.970 1.317 -2.948
N -1.488 1.019 -4.161
O -2.179 0.019 -4.200
O -1.204 1.661 -5.186
H -0.178 0.864 -0.918
H -0.210 2.038 0.267
H 0.843 3.439 -1.444
H 0.794 3.963 -3.604
H -0.226 3.081 -4.685
S 2.434 -3.791 0.160
C 2.485 -3.955 -1.529
N 2.274 -5.041 -2.195
N 2.475 -4.879 -3.591
C 1.457 -4.472 -4.417
C 1.595 -4.655 -5.803
C 0.641 -4.168 -6.677
C -0.476 -3.488 -6.204
C -0.623 -3.325 -4.834
C 0.320 -3.812 -3.942
N 2.914 -2.785 -2.294
N 2.117 -1.846 -2.255
C 2.552 -0.729 -3.037
C 2.796 0.478 -2.397
C 3.221 1.564 -3.147
C 3.349 1.459 -4.527
C 3.059 0.257 -5.159
C 2.671 -0.848 -4.416
H 2.996 -5.661 -3.952
H 2.475 -5.164 -6.183
H 0.780 -4.311 -7.743
H -1.208 -3.082 -6.888
H -1.473 -2.782 -4.445
H 0.192 -3.667 -2.878
H 2.648 0.561 -1.329
H 3.442 2.501 -2.649
H 3.659 2.317 -5.111
H 3.135 0.177 -6.236
H 2.439 -1.795 -4.886
Se -1.842 -4.095 6.282
C -1.470 -3.369 4.662
N -1.233 -2.901 3.622
F 0.866 2.489 3.225
C -0.502 2.550 3.131
C -1.119 2.353 1.922
C -2.486 2.444 1.971
F -3.229 2.269 0.831
C -3.221 2.728 3.112
F -4.567 2.826 3.104
C -2.541 2.934 4.299
F -3.216 3.228 5.425
C -1.160 2.842 4.316
F -0.506 3.054 5.477
```

Summary:
E (Eh): -4826.8622
Net charge: -2
ΔE to the lowest compared entry with this formula, charge and spin (kcal per mole): 2.0
Spin multiplicity: 1